No. 1
11
Properties=species:S:1:pos:R:3:forces:R:3 method="wB97M-V/def2-TZVPD" e_homo_ev=-15.8 total_charge=+1 homo_lumo_gap_ev=11.9
N 1.36988 -0.33258 -0.93077 0.42 -0.97 -1.00
H 1.74712 0.62326 -0.92804 -0.34 -0.30 0.39
H 0.85969 -0.47043 -1.80753 -0.01 0.23 -0.02
H 0.68777 -0.61830 -0.13606 0.55 0.70 0.25
H 2.16347 -0.99254 -1.00568 -0.34 0.37 0.36
C -1.30674 0.52207 0.59257 -0.40 0.10 -0.88
O -0.41807 -0.57210 0.92785 -0.68 0.66 -0.06
H -0.88933 1.15610 -0.19441 0.50 0.02 0.27
H -1.50681 1.12617 1.46725 -0.08 0.10 0.05
H -2.23213 0.17295 0.12917 -0.03 -0.34 0.50
H -0.47488 -0.61462 1.88564 0.42 -0.56 0.12

***

No. 2
9
Properties=species:S:1:pos:R:3:forces:R:3 method="wB97M-V/def2-TZVPD" e_homo_ev="-21.4 / -21.2" s2=2.01 multiplicity=3 total_charge=+2 homo_lumo_gap_ev="10.3 / 6.9"
C -1.15794 0.26631 -0.23844 1.18 1.69 0.06
C -2.45733 0.62040 -0.64036 -0.68 -0.10 0.02
C -1.83513 1.35542 0.28612 -0.36 -1.09 -0.37
H -3.27404 0.39771 -1.32636 0.07 -0.10 0.07
C 0.09525 2.89975 0.60574 4.56 1.32 1.19
O 1.04967 2.27150 0.04548 -2.70 -0.28 -0.52
Cu 0.84500 0.43813 -0.53861 -0.09 -0.28 0.35
H 0.05091 2.75843 1.70364 -1.32 -0.67 -0.30
H -0.10719 3.92491 0.24799 -0.66 -0.48 -0.50

***

No. 3
87
Properties=species:S:1:pos:R:3:forces:R:3 method="wB97M-V/def2-TZVPD" e_homo_ev="-8.0 / -8.1" s2=2.04 multiplicity=3 homo_lumo_gap_ev="7.2 / 5.9"
Tc -1.06498 -0.64327 2.01713 -0.33 0.36 -0.68
C 2.67060 0.00035 3.94927 0.12 0.01 0.06
C 1.70998 -0.82537 3.16543 -0.29 0.20 -0.09
O 0.51312 -0.31068 3.10172 0.10 -0.03 0.23
C 2.05454 -1.99544 2.55379 0.01 -0.16 -0.06
C 1.18521 -2.78422 1.75978 0.09 0.06 -0.06
C 1.69099 -4.08970 1.23052 0.07 -0.01 0.06
N -0.04146 -2.40061 1.46533 -0.06 -0.22 -0.03
N -0.79183 -3.34441 0.74731 0.21 0.33 0.16
C -1.99161 -2.91021 0.60246 -0.27 0.22 -0.08
O -2.40423 -1.75935 1.11402 0.04 -0.29 -0.03
C -2.98200 -3.69102 -0.17334 0.05 0.03 0.06
C -4.30499 -3.26898 -0.22511 -0.06 0.04 -0.01
C -5.23563 -3.98731 -0.96305 0.04 0.01 0.00
C -4.84494 -5.12542 -1.65342 0.02 0.00 0.01
C -3.52168 -5.54999 -1.60029 -0.01 0.01 0.00
C -2.59155 -4.83739 -0.86267 0.02 -0.01 -0.01
H 2.27170 0.18783 4.94732 0.00 -0.01 -0.01
H 2.77723 0.97119 3.45714 0.00 -0.02 -0.01
H 3.64205 -0.48269 4.02717 0.01 0.02 0.00
H 3.06591 -2.35139 2.67930 0.00 0.00 0.00
H 2.76653 -4.16428 1.37466 -0.02 0.00 0.01
H 1.44166 -4.19453 0.17656 0.00 0.03 -0.03
H 1.20034 -4.90994 1.75735 -0.01 -0.02 -0.03
H -4.59020 -2.37253 0.30920 -0.01 0.00 -0.02
H -6.26494 -3.65474 -1.00335 0.01 0.00 0.01
H -5.56916 -5.68300 -2.23353 0.00 0.00 0.00
H -3.21593 -6.43830 -2.13815 0.00 0.01 0.00
H -1.55783 -5.15311 -0.81236 -0.01 0.00 -0.01
N 0.39568 1.20064 -0.54753 -0.02 -0.25 0.76
P 1.80019 0.23585 -0.28533 0.03 0.17 0.20
C 3.11036 1.25996 -1.04968 0.02 -0.04 -0.16
C 4.32029 1.39765 -0.37886 0.03 0.02 -0.01
C 5.34858 2.16244 -0.92247 -0.06 -0.01 0.02
C 5.16125 2.80250 -2.13712 -0.02 0.00 -0.01
C 3.95009 2.67755 -2.81239 0.05 -0.01 0.03
C 2.93365 1.90699 -2.27407 -0.06 0.00 0.01
C 1.61960 -1.07723 -1.54233 -0.10 0.03 -0.07
C 2.74424 -1.64495 -2.14342 -0.02 -0.05 0.08
C 2.61190 -2.72612 -3.00188 -0.04 0.04 -0.01
C 1.35296 -3.24290 -3.28220 -0.01 0.00 0.01
C 0.22956 -2.67858 -2.69455 0.09 -0.01 0.05
C 0.36210 -1.60671 -1.82268 -0.06 -0.02 0.03
P -0.65511 1.42744 0.75360 1.16 0.11 0.33
C 0.46845 2.37836 1.91029 -0.07 0.02 -0.05
C 1.57012 3.07324 1.41146 -0.06 -0.05 0.03
C 2.34231 3.87857 2.23985 -0.02 -0.01 0.00
C 2.00733 4.03009 3.57630 -0.03 0.00 0.00
C 0.89146 3.37239 4.07839 0.04 -0.01 -0.01
C 0.13787 2.55219 3.25391 -0.08 -0.04 -0.03
C -1.68148 2.86907 0.34807 -0.22 -0.17 0.01
C -2.70484 3.27648 1.19556 0.03 -0.02 -0.02
C -3.43406 4.41796 0.90787 0.01 0.03 -0.03
C -3.13920 5.16395 -0.22539 -0.01 -0.03 0.02
C -2.10961 4.76507 -1.06156 0.01 -0.01 0.00
C -1.37894 3.61964 -0.78161 0.00 0.07 0.02
H -0.11198 1.07392 -1.43256 0.09 0.05 -0.32
H 4.45392 0.91053 0.58135 0.00 0.00 -0.01
H 6.28675 2.26661 -0.39221 0.00 -0.01 0.00
H 5.95592 3.40322 -2.56119 0.00 0.00 0.00
H 3.80426 3.17930 -3.76071 0.00 0.00 0.01
H 1.99163 1.81038 -2.80398 0.00 -0.02 0.01
H 3.72947 -1.24046 -1.94359 0.01 0.03 0.00
H 3.49161 -3.15408 -3.46603 -0.01 0.00 0.00
H 1.24826 -4.07686 -3.96459 0.00 0.00 0.00
H -0.75455 -3.07546 -2.91323 0.01 -0.03 0.00
H -0.52290 -1.16046 -1.37610 0.18 -0.14 0.03
H 1.82673 2.99590 0.36532 0.00 0.03 -0.03
H 3.19874 4.39960 1.82939 -0.01 -0.02 0.00
H 2.60187 4.66597 4.22021 0.00 -0.01 0.00
H 0.61239 3.49157 5.11811 -0.01 0.00 -0.01
H -0.71820 2.04015 3.67730 0.01 0.00 -0.02
H -2.93613 2.71147 2.08582 -0.02 -0.04 0.01
H -4.23460 4.72433 1.56914 0.00 -0.01 0.00
H -3.71563 6.05021 -0.45755 0.01 0.00 0.01
H -1.87757 5.33710 -1.95052 0.00 -0.01 0.00
H -0.59012 3.31375 -1.45252 0.02 -0.03 -0.02
C -3.07330 -0.79127 -2.76017 -0.07 -0.13 -0.20
S -2.42421 0.69880 -2.08539 -0.40 0.19 0.64
O -1.13942 0.93718 -2.74204 -0.05 0.17 -0.52
O -3.43078 1.71659 -2.25980 0.15 -0.13 -0.17
O -2.17184 0.37018 -0.64850 -0.32 -0.14 -0.23
H -3.16400 -0.64151 -3.83515 -0.02 -0.05 0.02
H -4.05053 -0.96777 -2.31700 0.02 -0.02 0.01
H -2.39672 -1.61587 -2.54419 -0.06 0.03 -0.01
S -3.67179 0.66992 3.80180 -0.29 0.09 0.13
C -2.48894 0.23401 2.93619 0.44 -0.13 0.03

***

No. 4
15
Properties=species:S:1:pos:R:3:forces:R:3 method="wB97M-V/def2-TZVPD" e_homo_ev=-8.5 homo_lumo_gap_ev=9.4 smiles=CN1CC(O)C1
C -1.12069 1.43089 -0.25362 2.12 -3.41 1.66
N 0.15371 0.68664 -0.90418 -3.86 2.01 0.83
C 1.10111 0.45016 0.17567 1.71 1.92 0.88
C 0.73155 -1.01546 0.39493 -0.45 1.34 -2.43
O -0.01938 -1.17612 1.50690 -1.22 1.29 2.37
C -0.12483 -0.75098 -0.96437 1.72 -2.15 0.01
H -0.83949 2.33943 0.22934 0.43 0.80 -0.23
H -2.02258 1.50273 -0.79165 -0.55 0.25 -1.56
H -1.40269 0.74223 0.60139 0.19 0.75 -0.60
H 2.05073 0.71367 -0.28520 0.70 -1.05 0.07
H 1.16128 1.17179 1.04606 -0.96 -0.90 -0.54
H 1.53464 -1.70493 0.47269 0.98 -0.78 -0.91
H -0.45379 -2.00889 1.56417 -0.33 -1.05 -0.21
H -1.14575 -1.13872 -0.96741 -0.12 0.44 0.21
H 0.39617 -1.24244 -1.82471 -0.37 0.54 0.44

***

No. 5
18
Properties=species:S:1:pos:R:3:forces:R:3 method="wB97M-V/def2-TZVPD" e_homo_ev=-8.3 homo_lumo_gap_ev=8.9 smiles="C=CC(=C)NC.O"
C 1.78577 -0.01726 2.34003 -0.09 -1.50 -1.05
C 2.20107 -0.53175 1.16457 -0.06 1.08 0.58
C 1.22539 -0.81324 0.08336 0.87 -2.12 0.30
C 1.65171 -1.07461 -1.17587 0.05 1.04 -0.41
N -0.05308 -1.20596 0.60845 -0.76 1.13 -0.46
C -1.07957 -1.46862 -0.42537 1.58 0.69 0.17
H 0.70508 -0.02475 2.43357 0.11 0.40 0.60
H 2.45760 0.15760 3.16811 -0.06 0.37 -0.09
H 3.26373 -0.51034 0.92676 -0.16 -0.37 -0.15
H 1.05806 -0.87837 -2.05978 -0.52 -0.86 0.12
H 2.68716 -1.29721 -1.42938 0.10 0.89 0.45
H 0.19109 -2.07904 1.06217 -0.31 0.09 0.38
H -2.00268 -1.86596 -0.02246 0.11 -0.20 0.18
H -1.29253 -0.51292 -0.92040 -0.05 -0.31 -0.01
H -0.55310 -2.12891 -1.11634 -0.80 -0.32 -0.62
O -4.29346 5.07919 -1.65975 -0.22 -0.36 -0.24
H -4.40515 4.15478 -1.90522 -0.28 0.04 -0.22
H -3.54709 5.01736 -1.07244 0.51 0.31 0.46

***

No. 6
10
Properties=species:S:1:pos:R:3:forces:R:3 method="wB97M-V/def2-TZVPD" e_homo_ev=-4.9 total_charge=-1 homo_lumo_gap_ev=8.4
C -1.79009 0.61917 -0.34738 -0.33 -0.89 0.93
O 1.93320 -0.54344 -0.18709 0.89 1.41 0.09
O -2.66318 3.75258 -2.17630 -0.17 -0.15 0.39
O -2.12166 1.83107 -0.55472 -0.09 1.10 0.45
O -1.26828 -0.18079 -1.09633 0.46 -0.16 -0.43
O -4.34701 1.95167 -1.87348 1.38 0.56 0.02
S -2.94230 2.32128 -2.17970 -1.31 -0.36 -1.31
H -2.07895 0.30423 0.68216 0.26 -0.07 -0.01
H 1.07284 -0.32664 -0.61054 0.69 0.24 0.35
H 2.50436 0.28562 -0.08452 -1.78 -1.68 -0.48

***

no.,calculated total energy (eV)
1,-4697.4067
2,-50854.7500
3,-97145.4484
4,-7828.8748
5,-8898.5228
6,-22160.2026